Entry 1:
Computed, not measured: an isolated molecule of C17H17NO5S in a non-equilibrium geometry, with ωB97M-V/def2-TZVPD.

Atoms and positions in Å:
S (0.74901, -0.45784, 2.31801)
O (-0.55935, -0.99844, 2.55500)
O (1.03254, 1.99912, -1.44829)
O (1.73566, -0.58465, 3.34868)
O (-2.12590, -3.50222, -1.29910)
O (-2.28326, -1.37171, -3.19192)
N (1.43953, -1.24404, 0.95534)
C (0.54979, -1.31513, -0.13790)
C (0.36788, 5.18219, 0.23144)
C (0.47409, -0.25776, -1.05615)
C (-1.28630, -2.42847, -1.25218)
C (-1.37403, -1.37124, -2.16726)
C (0.62006, 1.22188, 1.76355)
C (1.63371, 3.33854, 1.36548)
C (-2.85264, -2.64078, -3.43087)
C (1.72650, 2.04389, 1.84130)
C (-0.66094, 2.96415, 0.76974)
C (2.86620, 0.58806, -0.88426)
C (-0.33098, -2.38024, -0.24687)
C (-3.26214, -3.29340, -2.11182)
C (0.44669, 3.80662, 0.81024)
C (1.41159, 0.89773, -1.11655)
C (-0.57947, 1.66977, 1.24616)
C (-0.50765, -0.29890, -2.04285)
H (-1.42135, 0.99624, 1.22226)
H (-2.12566, -3.28602, -3.94314)
H (2.63472, 1.65686, 2.27514)
H (3.00070, 0.04133, 0.04274)
H (-3.97679, -2.64254, -1.59111)
H (1.71686, -2.16131, 1.28368)
H (1.11967, 5.83623, 0.66545)
H (-3.71562, -2.47579, -4.07717)
H (-0.30322, -3.18579, 0.46989)
H (-3.70969, -4.27465, -2.27487)
H (3.44030, 1.51075, -0.87713)
H (-1.58630, 3.32304, 0.34563)
H (2.49397, 3.98980, 1.41103)
H (0.54581, 5.11988, -0.84188)
H (-0.58183, 0.51590, -2.74562)
H (-0.61728, 5.61567, 0.38495)
H (3.21220, -0.04379, -1.70150)

Energy relative to the best compared isomer or geometry (same formula, charge and spin)   39.17 kcal/mol
Calculated total energy   -40467.013 eV
E_LUMO   0.526 eV
HOMO   -8.55 eV
Frontier orbital gap   0.334 Ha
Net charge   0

Entry 2:
Computed, not measured: C17H18AsF6IrNO10SSe as an isolated structure in a non-equilibrium geometry, with ωB97M-V/def2-TZVPD.

Atoms and positions in Å:
Ir (-0.07575, 0.31437, 0.01009)
Se (-2.19209, -3.18835, 2.15856)
As (0.31382, 0.59502, 2.31720)
S (-1.47654, 2.62527, 0.39285)
F (0.98797, -0.39474, -4.85920)
F (9.29637, -0.96548, 0.61896)
F (9.32186, -0.05982, -1.33662)
F (9.04320, -2.19636, -1.14263)
F (-0.62879, -1.74934, -4.37043)
F (-1.04129, 0.08646, -5.42753)
O (-2.97799, -1.84301, 1.73469)
O (-2.21244, 3.46185, -0.51284)
O (-1.39442, 3.15273, 1.74982)
O (-1.02534, -2.97950, 3.25877)
O (-0.80069, 1.47464, -3.14285)
O (-1.99152, 1.18523, 0.43472)
O (-1.24616, -3.66080, 0.65970)
O (-0.03503, 2.35222, -0.11641)
O (-3.07378, -4.51952, 2.34468)
O (-0.15367, -0.44310, -2.10390)
N (-0.19302, -1.60059, 0.31748)
C (1.39056, -0.85928, 2.96523)
C (4.46544, -0.35870, -0.34963)
C (6.33662, -1.74838, -1.01819)
C (-1.21101, 0.51313, 3.47919)
C (5.38255, 0.58301, 0.14445)
C (1.45766, -4.44118, -0.28161)
C (7.22620, -0.80659, -0.52043)
C (4.97305, -1.52601, -0.93398)
C (-0.38754, -2.80180, 0.04944)
C (1.40473, 2.11632, 2.76570)
C (3.06310, -0.13855, -0.25327)
C (0.45704, -3.51854, -0.97478)
C (8.70168, -1.01229, -0.59787)
C (-0.29943, -0.44017, -4.44005)
C (6.74216, 0.36246, 0.05971)
C (1.86500, 0.05094, -0.17299)
C (-0.46262, 0.31741, -3.08195)
H (-0.87746, 0.20946, 4.47202)
H (-1.68740, 1.48847, 3.48473)
H (-1.87796, -0.23828, 3.07335)
H (0.94606, -2.76619, -1.58483)
H (0.95168, -5.16698, 0.35524)
H (6.70934, -2.65615, -1.47301)
H (-0.21799, -4.08828, -1.61835)
H (0.88083, 3.01724, 2.45853)
H (2.13995, -3.85803, 0.34003)
H (1.57629, -0.70912, 4.02903)
H (0.83279, -1.78221, 2.81667)
H (2.34267, 2.00196, 2.22253)
H (1.59341, 2.12110, 3.84028)
H (2.32920, -0.88104, 2.41147)
H (5.00166, 1.49168, 0.59091)
H (7.43625, 1.09992, 0.44460)
H (2.05000, -4.98431, -1.02123)
H (4.27484, -2.25455, -1.32387)

Energy relative to the best compared isomer or geometry (same formula, charge and spin)   0.25 kcal/mol
Calculated total energy   -196051.052 eV
2S+1   2
E_LUMO (alpha / beta)   3.976 / 3.901 eV
HOMO (alpha / beta)   -3.55 / -3.50 eV
Frontier orbital gap (alpha / beta)   0.277 / 0.272 Ha
Net charge   -2

Entry 3:
Computed, not measured: C17H18AsN9O6STi as an isolated structure in a non-equilibrium geometry, with ωB97M-V/def2-TZVPD.

Atoms and positions in Å:
As (-0.78740, 2.89269, -0.90413)
Ti (0.77990, 0.97639, 0.50167)
S (2.27252, 3.04597, 1.57010)
O (2.66365, 1.80718, 0.83425)
O (0.81230, 1.26638, -1.13508)
O (3.30412, 3.57450, 2.41829)
O (0.98185, 2.70734, 2.16557)
O (-0.91075, 1.86152, 0.53707)
O (-2.07134, 4.02274, -0.22988)
N (0.12032, -0.35115, 2.12964)
N (-0.72678, -0.67154, 4.08238)
N (3.57987, -1.90550, -0.69302)
N (2.61874, -1.10486, -0.97386)
N (2.09646, -1.68185, 2.39940)
N (3.56003, -2.24502, 0.61794)
N (0.45050, -1.34325, 4.07459)
N (1.89781, -0.86836, 0.15549)
N (-0.93034, -0.09321, 2.95677)
C (0.53388, 5.32766, -1.30707)
C (-2.56094, -0.43680, -1.12286)
C (1.89547, 4.27826, 0.32255)
C (0.73061, 4.22916, -0.46486)
C (2.56932, 6.39309, -0.62444)
C (-3.61909, 0.61527, -0.93189)
C (2.52251, -1.58301, 1.09492)
C (-1.77061, -0.46604, -2.26511)
C (-1.06948, -3.31767, 0.85215)
C (-0.74256, -1.39068, -2.40980)
C (1.41806, 6.39279, -1.39445)
C (-0.54931, -2.33296, -1.40721)
C (0.93358, -1.11313, 2.86813)
C (0.21657, -1.30562, -3.56272)
C (2.79473, 5.33498, 0.24103)
C (-2.32231, -1.37070, -0.12101)
C (-1.32922, -2.33351, -0.25594)
H (-1.91494, 0.29149, -3.02954)
H (-0.42464, -4.13016, 0.51358)
H (2.72572, -2.08217, 3.07006)
H (-0.57998, -2.82758, 1.69512)
H (0.26809, -3.04210, -1.49509)
H (-2.12072, 3.86553, 0.72133)
H (3.27920, 7.20962, -0.68270)
H (-2.89188, -1.31848, 0.80180)
H (1.14286, -0.84345, -3.21212)
H (-0.36244, 5.35372, -1.92089)
H (0.46164, -2.29507, -3.95629)
H (-3.64717, 1.30625, -1.77598)
H (-3.40236, 1.19735, -0.03465)
H (3.66554, 5.32111, 0.88270)
H (-0.19188, -0.69937, -4.37361)
H (-4.61090, 0.16747, -0.82182)
H (1.20502, 7.21758, -2.06571)
H (-2.00193, -3.74728, 1.22549)

Energy relative to the best compared isomer or geometry (same formula, charge and spin)   28.26 kcal/mol
Calculated total energy   -138411.491 eV
E_LUMO   4.665 eV
HOMO   -2.66 eV
Frontier orbital gap   0.269 Ha
Net charge   -2

Entry 4:
Computed, not measured: C17H18AuF6N2O5S2Si as an isolated structure in a non-equilibrium geometry, with ωB97M-V/def2-TZVPD.

Atoms and positions in Å:
Au (-1.95008, -14.37635, 3.32917)
S (-1.90957, -10.89591, 4.36681)
S (-4.17736, -10.38208, 2.64990)
Si (-2.93229, -16.27382, 1.10113)
F (0.12628, -9.36724, 3.49222)
F (-5.56220, -12.01802, 4.05130)
F (0.42824, -11.49506, 3.37121)
F (-6.80281, -10.51534, 3.10500)
F (-5.66200, -10.00564, 4.77066)
F (-0.90882, -10.53503, 1.99087)
O (-1.56296, -10.37716, 5.66676)
O (-2.16835, -16.47638, 5.55781)
O (-4.51208, -9.18309, 1.95015)
O (-3.92596, -11.57168, 1.83735)
O (-1.94701, -12.33994, 4.23374)
N (-2.20082, -16.27267, 2.66079)
N (-3.12094, -10.12120, 3.81926)
C (-1.23809, -13.25631, 6.83062)
C (-1.69562, -17.35257, 3.33029)
C (-1.24878, -18.61797, 5.39689)
C (-3.55417, -17.93437, 0.56395)
C (-0.90068, -19.74588, 4.63804)
C (0.03441, -15.34577, 5.53158)
C (-4.29579, -14.99558, 1.07786)
C (-1.92334, -14.42416, 6.59361)
C (-1.63764, -17.47463, 4.77540)
C (-1.27428, -18.50616, 2.63832)
C (-1.32282, -15.44433, 5.85053)
C (0.71682, -14.16903, 5.77674)
C (-5.65150, -10.72049, 3.69583)
C (-0.48923, -10.53310, 3.26188)
C (-0.88696, -19.65582, 3.26093)
C (-1.74714, -15.77004, -0.27642)
C (0.08396, -13.08450, 6.36779)
H (-1.02771, -16.53937, -0.51537)
H (-4.05880, -18.54317, 1.35928)
H (-1.20049, -14.84391, -0.06964)
H (-2.97813, -14.55798, 6.88359)
H (-3.97737, -14.12668, 1.60839)
H (-0.55147, -20.47408, 2.63527)
H (0.57498, -12.16798, 6.54785)
H (-1.30783, -18.54498, 1.55766)
H (-2.28594, -15.54993, -1.19503)
H (1.74899, -14.10719, 5.50111)
H (-5.20631, -15.34574, 1.53474)
H (-1.75931, -12.45200, 7.28062)
H (-2.74331, -18.49296, 0.07451)
H (-4.52455, -14.82475, 0.02743)
H (-4.33523, -17.70065, -0.17082)
H (0.54784, -16.13097, 4.97002)
H (-0.67282, -20.71147, 5.14039)
H (-1.26940, -18.65742, 6.48027)

Energy relative to the best compared isomer or geometry (same formula, charge and spin)   0.00 kcal/mol
Calculated total energy   -80686.413 eV
E_LUMO   2.870 eV
HOMO   -4.83 eV
Frontier orbital gap   0.283 Ha
Net charge   -1